Formula: C10H48Cd3N2O15
Source: the OMol25 dataset
Level of theory: ωB97M-V/def2-TZVPD

The charge is +4. As for the HOMO energy: -17.15 eV. The calculation puts the total energy at -58495.0954 eV. The gap between HOMO and LUMO comes out at 5.09 eV. The spin multiplicity is 1.

Each line ends with the Löwdin charge.
Geometry (Å):
Cd -2.651 0.872 2.761  1.4942
Cd 3.861 -0.026 -0.279  1.4407
Cd 1.206 -0.642 2.713  1.4083
O -0.783 0.137 2.194  -0.5215
C -0.499 0.423 0.825  -0.3394
C 0.971 0.824 0.372  -0.3112
O 2.043 0.011 0.813  -0.5104
H -1.192 1.144 0.390  0.1040
H -0.701 -0.541 0.358  0.0695
H 1.088 1.865 0.674  0.0962
H 0.954 0.741 -0.715  0.0912
C -4.534 -3.642 1.781  -0.0343
C -3.181 -3.656 1.092  -0.4087
C -3.082 -5.046 0.389  -0.1778
O -1.775 -5.340 -0.014  -0.2529
C -1.627 -6.517 -0.838  -0.0312
N -3.061 -2.528 0.200  0.0447
H -4.350 -4.123 2.742  0.0978
H -5.239 -4.290 1.260  0.0976
H -4.962 -2.640 1.818  0.0737
H -2.399 -3.609 1.850  0.1334
H -3.718 -5.050 -0.496  0.1409
H -3.395 -5.851 1.054  0.1448
H -2.154 -6.245 -1.753  0.0990
H -2.161 -7.343 -0.369  0.1034
H -0.639 -6.895 -1.098  0.1023
H -2.109 -2.511 -0.137  0.0374
H -3.611 -2.672 -0.635  0.1163
C 2.039 6.553 -2.049  -0.0644
C 1.847 5.118 -2.365  -0.4698
C 1.656 4.901 -3.886  -0.1972
O 1.659 3.531 -4.221  -0.1876
C 0.403 2.878 -3.896  -0.0832
N 3.061 4.453 -1.851  0.0262
H 1.169 7.114 -2.390  0.0961
H 2.992 6.925 -2.426  0.1007
H 2.013 6.587 -0.960  0.0776
H 1.006 4.688 -1.823  0.1176
H 2.509 5.298 -4.436  0.1398
H 0.811 5.478 -4.261  0.1344
H -0.454 3.531 -4.062  0.0990
H 0.348 2.614 -2.840  0.0468
H 0.300 1.924 -4.413  0.0856
H 3.093 3.502 -2.189  0.0304
H 3.768 4.895 -2.422  0.0729
O -1.759 -0.647 -2.332  -0.0190
H -1.100 -0.523 -1.649  -0.0172
H -2.148 -1.500 -2.138  0.0208
O -2.620 2.848 1.935  -0.0848
H -1.845 3.401 1.836  0.0117
H -3.358 3.444 1.805  0.0986
O 1.930 1.120 3.840  -0.0696
H 2.321 1.782 3.270  0.0613
H 2.275 1.319 4.711  0.0941
O 3.160 -0.123 -2.282  -0.0541
H 2.295 -0.296 -2.652  0.0910
H 3.700 0.116 -3.036  0.1024
O -3.754 -0.134 1.349  -0.1136
H -3.434 -0.993 1.073  -0.0141
H -4.422 0.092 0.701  0.1012
O 0.899 -2.667 1.894  -0.0935
H 0.463 -2.876 1.068  -0.0067
H 1.237 -3.506 2.207  0.0900
O 3.879 -2.014 0.032  -0.0832
H 3.866 -2.635 -0.697  0.1006
H 3.298 -2.400 0.687  0.0595
O 0.301 -1.495 4.438  -0.0805
H -0.158 -2.330 4.341  0.0765
H 0.062 -1.190 5.313  0.0949
O -0.304 4.279 1.462  -0.0220
H -0.349 5.235 1.447  0.0826
H 0.618 4.085 1.631  0.0500
O 4.738 0.383 1.521  -0.0769
H 4.995 1.284 1.719  0.0961
H 5.104 -0.134 2.239  0.1038
O -0.091 -3.290 -0.486  -0.0378
H -0.557 -4.112 -0.329  0.0188
H 0.237 -3.368 -1.382  0.0853


Formula: C48H43N5P2Sc
Source: the OMol25 dataset
Level of theory: ωB97M-V/def2-TZVPD

The charge is +3. As for the HOMO energy: -14.15 eV. The calculation puts the total energy at -97177.4249 eV. The gap between HOMO and LUMO comes out at 4.42 eV. The spin multiplicity is 1. The calculation puts the relative energy (zero: lowest compared OMol25 entry of this formula, charge and spin) at 0.0 kJ/mol.

Each line ends with the Löwdin charge.
Geometry (Å):
Sc -8.276 -13.841 16.165  1.2004
C -9.478 -13.484 20.457  0.0103
C -10.092 -12.243 20.472  0.0143
C -10.336 -11.640 19.260  0.0589
C -9.925 -12.293 18.019  -0.1512
N -9.215 -13.497 18.082  -0.0004
C -9.076 -14.097 19.273  -0.0623
C -10.099 -11.607 16.782  -0.2032
C -11.025 -10.538 16.592  0.0546
C -11.057 -9.882 15.357  0.0456
C -10.160 -10.324 14.344  0.0082
C -9.246 -11.326 14.559  -0.0774
N -9.228 -11.945 15.774  -0.0238
H -9.300 -13.988 21.390  0.1316
H -10.335 -11.699 21.379  0.1448
H -10.801 -10.665 19.210  0.1200
H -8.670 -15.074 19.347  0.1239
H -11.653 -10.289 17.484  0.1389
H -11.725 -9.043 15.151  0.1423
H -10.273 -9.821 13.428  0.1094
H -8.579 -11.710 13.788  0.0832
C -5.551 -20.357 16.461  0.0136
C -6.804 -19.840 16.091  -0.0442
C -7.092 -18.497 16.185  -0.0022
C -6.062 -17.596 16.578  -0.2829
C -4.844 -18.139 16.980  -0.0040
C -4.600 -19.472 16.984  -0.0259
N -6.261 -16.261 16.499  0.1258
N -5.121 -15.593 16.713  0.0704
C -5.110 -14.277 16.760  -0.2852
C -3.873 -13.607 17.131  0.0548
C -3.851 -12.267 17.258  -0.0128
C -4.997 -11.522 17.002  -0.0075
C -6.198 -12.166 16.795  -0.1182
N -6.250 -13.517 16.584  -0.0146
H -5.350 -21.406 16.452  0.1213
H -7.620 -20.535 15.785  0.1364
H -8.132 -18.201 16.095  0.1052
H -4.145 -17.421 17.314  0.1038
H -3.624 -19.821 17.350  0.1375
H -2.925 -14.191 17.272  0.1557
H -2.919 -11.779 17.473  0.1364
H -5.007 -10.442 17.077  0.1264
H -7.133 -11.646 16.704  0.0855
C -4.771 -14.378 11.582  -0.2761
C -5.897 -15.005 12.463  -0.3787
P -7.468 -14.397 11.752  1.0462
C -7.747 -15.737 10.468  -0.3617
C -8.303 -16.989 10.828  -0.1100
C -8.349 -17.970 9.900  -0.0843
C -7.861 -17.759 8.589  -0.0348
C -7.373 -16.479 8.208  -0.0258
C -7.402 -15.438 9.188  -0.1135
C -8.697 -14.803 13.012  -0.3757
C -10.025 -14.412 12.666  -0.0505
C -11.051 -14.593 13.557  -0.0447
C -10.866 -15.137 14.823  -0.0419
C -9.579 -15.575 15.189  -0.2096
C -8.470 -15.509 14.244  -0.1569
C -4.412 -12.933 11.988  -0.3281
P -5.825 -11.797 12.551  0.9996
C -6.528 -10.956 11.123  -0.4067
C -7.421 -9.904 11.416  -0.1011
C -7.985 -9.223 10.340  -0.0705
C -7.662 -9.555 9.029  -0.0649
C -6.684 -10.500 8.778  -0.0666
C -6.207 -11.272 9.814  -0.1013
C -4.968 -10.389 13.394  -0.3727
C -5.680 -9.520 14.201  -0.1586
C -5.099 -8.291 14.577  -0.0830
C -3.854 -7.906 14.136  -0.0697
C -3.171 -8.742 13.269  -0.0702
C -3.693 -9.960 12.915  -0.0749
H -5.095 -14.373 10.518  0.0945
H -3.913 -15.004 11.699  0.1020
H -5.834 -14.722 13.514  0.0449
H -5.777 -16.104 12.427  0.1019
H -8.702 -17.154 11.833  0.1020
H -8.729 -18.973 10.215  0.1297
H -7.978 -18.508 7.816  0.1114
H -6.901 -16.262 7.251  0.1138
H -7.095 -14.444 8.829  0.1066
H -10.247 -14.043 11.658  0.1380
H -12.078 -14.344 13.283  0.1361
H -11.740 -15.237 15.498  0.1440
H -9.347 -16.073 16.152  0.1029
H -7.600 -16.157 14.268  0.0915
H -3.897 -12.371 11.202  0.0725
H -3.742 -12.973 12.861  0.0857
H -7.740 -9.718 12.424  0.0650
H -8.732 -8.448 10.501  0.1097
H -8.290 -9.202 8.196  0.1264
H -6.407 -10.683 7.762  0.1107
H -5.485 -12.057 9.544  0.1071
H -6.666 -9.804 14.552  0.0710
H -5.716 -7.638 15.269  0.1279
H -3.365 -6.980 14.433  0.1215
H -2.218 -8.405 12.893  0.1168
H -3.162 -10.504 12.118  0.1094


Formula: C3H7NOS
Source: the OMol25 dataset
Level of theory: ωB97M-V/def2-TZVPD

As for the HOMO energy: -8.75 eV. The calculation puts the total energy at -17592.7414 eV. The gap between HOMO and LUMO comes out at 9.04 eV. The spin multiplicity is 1. The calculation puts the relative energy (zero: lowest compared OMol25 entry of this formula, charge and spin) at 500.6 kJ/mol.

Each line ends with the Löwdin charge.
Geometry (Å):
C 2.398 0.015 -0.513  -0.0753
C -2.269 -0.662 0.940  -0.1489
C 1.723 0.084 0.622  -0.1295
N -2.017 -0.219 -0.158  -0.2935
O -1.650 1.891 -1.589  -0.5574
S -0.907 0.790 -0.941  0.8267
H 3.249 0.628 -0.401  0.0393
H 2.127 -0.791 -1.182  0.0590
H -1.460 -0.709 1.755  0.0837
H -3.320 -1.114 1.195  0.1070
H 1.970 0.639 1.525  0.0594
H 0.821 -0.449 0.824  -0.0022
H -0.666 -0.104 -2.077  0.0319


Formula: C9H11Cl2NO2Pt
Source: the OMol25 dataset
Level of theory: ωB97M-V/def2-TZVPD

As for the HOMO energy (alpha / beta): -6.89 / -9.59 eV. The calculation puts the total energy at -43380.6844 eV. The gap between HOMO and LUMO (alpha / beta) comes out at 7.34 / 7.88 eV. The spin multiplicity is 5.

Each line ends with the Löwdin charge.
Geometry (Å):
C 2.351 -0.015 1.530  -0.1634
C 2.566 -1.199 0.713  -0.2181
C 1.754 -2.275 1.258  -0.2100
C 0.964 -1.705 2.345  -0.1920
C 1.431 -0.345 2.571  -0.1192
Pt 0.300 -0.836 0.295  1.1092
N 0.466 2.198 -1.700  -0.2166
C 0.998 3.036 -2.658  -0.0195
C 0.467 0.823 -1.805  -0.1362
H 1.763 -3.314 0.936  0.1035
H 3.308 -1.253 -0.096  0.1055
H 0.216 -2.236 2.948  0.1126
H 1.136 0.330 3.392  0.1153
H 2.891 0.949 1.400  0.1147
H 1.475 0.504 -2.081  0.0562
H 2.112 2.944 -2.564  0.0742
H -0.478 2.341 -1.310  0.1211
H -0.496 0.709 -2.369  0.0938
H 0.465 3.289 -3.569  0.0558
Cl -3.923 0.764 -1.346  0.5440
C -3.992 -0.476 -0.020  -0.8787
Cl -4.381 -2.114 -0.754  0.5397
C -2.558 -0.612 0.606  -0.7976
O -2.461 -0.564 1.826  0.0302
O -1.613 -0.722 -0.216  -0.2738
H -4.763 -0.219 0.666  0.0493